No. 1
Here is a 6-piece molecular cluster, C28H74N6O8 overall from the Open Molecules 2025 dataset. Energies are from the ωB97M-V functional and the def2-TZVPD basis.

```
! wB97M-V def2-TZVPD RIJCOSX def2/J DEFGRID3
* xyz -1 2
C 4.13296 -3.01333 0.74073
C 4.98783 -1.93697 1.46536
C 4.36835 -0.49417 1.48941
O 4.33887 -0.10128 0.15290
C 3.80360 1.26639 0.03595
N 5.22692 -2.34495 2.80653
H 3.23601 -3.18821 1.33488
H 4.64852 -3.95478 0.55107
H 3.87929 -2.58708 -0.22988
H 5.94377 -1.98111 0.94351
H 5.02179 0.13320 2.09564
H 3.41519 -0.47999 2.01798
H 2.87380 1.34750 0.59897
H 3.67050 1.50769 -1.01863
H 4.44940 2.00577 0.50963
H 4.36902 -2.23340 3.32774
H 5.85560 -1.65440 3.19122
C -0.24028 -1.48121 0.95192
C -0.03954 -0.11751 1.54017
C -0.13625 1.02536 0.58032
O -1.32380 0.95082 -0.20424
C -1.43985 2.04977 -1.09736
N -1.07119 0.05386 2.55779
H 0.54608 -1.71731 0.23497
H -1.13883 -1.41215 0.33880
H -0.36525 -2.32263 1.63346
H 0.95391 0.03399 1.96231
H 0.67142 1.11726 -0.14586
H -0.17328 1.97491 1.11425
H -1.55605 2.94695 -0.48935
H -2.30398 1.95484 -1.75491
H -0.60423 2.21798 -1.77671
H -1.09027 0.95639 3.01074
H -1.97177 -0.01486 2.10576
C 0.17588 -3.45170 4.65431
C 0.57839 -2.21631 5.41224
C 1.93202 -1.64195 4.85622
O 3.00224 -2.53302 4.63450
C 3.58170 -3.03459 5.79918
N -0.54180 -1.32397 5.38279
H -0.81620 -3.86102 4.84494
H 0.82623 -4.24919 5.01371
H 0.30002 -3.25082 3.59020
H 0.70703 -2.51479 6.45266
H 2.22139 -0.84186 5.53757
H 1.78452 -1.10697 3.91807
H 2.90853 -3.71054 6.32648
H 3.93503 -2.29203 6.51463
H 4.41201 -3.66792 5.48684
H -0.69490 -0.91875 4.47040
H -1.36677 -1.89173 5.51384
C 1.96204 3.94998 -2.01070
C 1.53263 3.91398 -3.47349
C 1.69149 2.51681 -4.09216
O 3.03402 2.02669 -3.96334
C 3.81754 2.43175 -5.05519
N 0.16033 4.40699 -3.50123
H 2.95478 3.50133 -1.97491
H 1.29595 3.39184 -1.35274
H 1.97945 4.92146 -1.51671
H 2.10133 4.65473 -4.03561
H 1.28943 2.41981 -5.10064
H 1.06792 1.85202 -3.49440
H 4.86389 2.21803 -4.83703
H 3.87303 3.51952 -5.01301
H 3.63524 2.05430 -6.06137
H -0.15130 4.65096 -4.43046
H 0.13802 5.31837 -3.06650
C 0.09524 3.51653 3.45335
O -1.13445 2.81537 3.45270
C -2.27545 3.66273 3.23958
C -3.54469 2.79139 2.89049
N -3.54495 2.32714 1.55892
C -4.73983 1.61807 1.12004
C -4.90532 0.20962 1.86130
O -3.74173 -0.63521 1.73350
C -4.02939 -2.00977 1.99084
H 0.95083 2.84225 3.49115
H 0.03309 4.21041 4.29167
H 0.20180 4.01323 2.48897
H -2.11128 4.36635 2.42345
H -2.43917 4.12995 4.21065
H -4.45706 3.35416 3.08793
H -3.56085 1.91893 3.54366
H -2.79796 1.65348 1.46783
H -4.68720 1.49119 0.03873
H -5.57424 2.28556 1.33523
H -5.77546 -0.25611 1.39864
H -5.08999 0.35322 2.92591
H -3.07539 -2.46810 2.25145
H -4.47325 -2.46946 1.10779
H -4.60659 -2.12819 2.90785
C -5.09457 -1.82749 -7.53732
O -4.72277 -3.01403 -6.81739
C -3.34770 -3.15485 -6.33970
C -3.24829 -2.18852 -5.08495
N -1.86001 -2.29185 -4.52607
C -1.69934 -1.38230 -3.38252
C -0.32929 -1.47768 -2.71664
O 0.65100 -0.84854 -3.54790
C 2.00613 -1.04181 -3.08120
H -5.00745 -0.80376 -7.17332
H -6.17345 -1.90262 -7.67327
H -4.79758 -1.86055 -8.58556
H -2.66125 -2.90192 -7.14772
H -3.28693 -4.20520 -6.05478
H -3.90808 -2.45542 -4.25938
H -3.47392 -1.15127 -5.33248
H -1.15278 -2.11646 -5.22548
H -2.47203 -1.59215 -2.64291
H -1.73404 -0.34489 -3.71522
H -0.20533 -2.54134 -2.51327
H -0.37576 -1.07798 -1.70363
H 2.26333 -0.37546 -2.25783
H 2.56208 -0.67749 -3.94508
H 2.22195 -2.10800 -3.01218
*
```

Output
expectation value of S²	0.751
frontier orbital gap (alpha / beta)	1.4747 / 8.7092	eV

Atomic partial charges in e from the Löwdin method, atoms 1 to 4: -0.05, -0.43, -0.23, -0.20

***

No. 2
Here is C18H20FeN2O11P2 as an isolated structure from the Open Molecules 2025 dataset. Energies are from the ωB97M-V functional and the def2-TZVPD basis.

```
! wB97M-V def2-TZVPD RIJCOSX def2/J DEFGRID3
* xyz -1 6
Fe 0.44195 0.66727 -0.48769
C 3.59971 3.40398 -0.97675
O 4.53484 2.43580 -1.48247
C 4.50861 1.20336 -0.90556
C 5.70784 0.67372 -0.48111
C 5.79949 -0.61753 0.04556
C 4.66090 -1.37585 0.14854
C 3.41712 -0.86054 -0.25293
C 2.28417 -1.74701 -0.24071
N 1.08504 -1.33925 -0.42455
N 0.09275 -2.29801 -0.58334
C -0.99383 -1.68676 -0.96857
O -1.09787 -0.40905 -1.13630
C -2.21596 -2.50263 -1.21317
C -3.36184 -1.88362 -1.70103
C -4.51895 -2.62139 -1.90495
C -4.53977 -3.97899 -1.61959
C -3.39547 -4.60050 -1.13376
C -2.23721 -3.86725 -0.93215
C 3.30928 0.44334 -0.79776
O 2.19168 0.94755 -1.24841
H 3.99158 4.37374 -1.27580
H 2.61214 3.26181 -1.40311
H 3.54309 3.34792 0.11244
H 6.58686 1.29919 -0.57601
H 6.75633 -1.00622 0.36807
H 4.70097 -2.38486 0.54270
H 2.45409 -2.81814 -0.12989
H -3.32321 -0.82376 -1.91665
H -5.40678 -2.13478 -2.28964
H -5.44402 -4.55395 -1.77671
H -3.40798 -5.66021 -0.91114
H -1.33801 -4.33364 -0.55360
O -1.60220 3.85953 0.47125
P -0.25594 3.70269 -0.35594
O 0.03583 4.89145 -1.15493
O -0.32067 2.32758 -1.05330
O 0.91663 3.54214 0.77991
P 1.07993 2.45527 1.94979
O -0.23607 2.63697 2.86015
O 2.31249 2.73179 2.69660
O 0.89191 1.06263 1.31775
H -1.92432 2.99692 0.79339
H -0.09276 3.38293 3.45412
C -2.21040 -0.97389 2.03134
C -2.82752 0.28429 1.48543
C -4.32649 0.30551 1.32836
O -2.14150 1.22782 1.16974
H -2.62449 -1.18500 3.02002
H -1.13050 -0.85998 2.09702
H -2.46385 -1.82101 1.38990
H -4.82038 -0.10188 2.21139
H -4.58867 -0.33774 0.48391
H -4.66860 1.31827 1.13012
*
```

Output
expectation value of S²	8.760
frontier orbital gap (alpha / beta)	7.6338 / 7.4090	eV

Atomic partial charges in e from the natural (NBO) method, atoms 1 to 4: 1.94, -0.25, -0.52, 0.23

***

No. 3
Here is C10H10I2NO as an isolated structure from the Open Molecules 2025 dataset. Energies are from the ωB97M-V functional and the def2-TZVPD basis.

```
! wB97M-V def2-TZVPD RIJCOSX def2/J DEFGRID3
* xyz 1 1
C 0.30093 0.14852 -3.41227
C -0.83249 -0.58196 -3.08563
C 1.04083 0.74649 -2.41294
C -1.23451 -0.70017 -1.76235
C 0.64123 0.62960 -1.07080
C -0.51528 -0.09894 -0.74075
C 1.49574 1.25507 -0.11169
C -1.02164 -0.19985 0.66928
C 0.96177 0.72811 1.73865
C -0.52573 -0.87319 2.95958
N 0.05387 -0.43888 1.67014
O 2.43941 1.94200 -0.11976
I 0.01699 2.46267 2.60569
I 2.82752 0.19278 2.67806
H 0.60220 0.25193 -4.44250
H -1.40980 -1.06139 -3.86025
H 1.93396 1.30703 -2.64235
H -2.12552 -1.26341 -1.52959
H -1.52878 0.73036 0.95252
H -1.74491 -1.01447 0.73843
H 0.24448 -0.89293 3.73097
H -1.31361 -0.18343 3.26153
H -0.94656 -1.87328 2.85805
H 0.63990 -1.21263 1.32797
*
```

Output
frontier orbital gap	8.5908	eV

Atomic partial charges in e from the natural (NBO) method, atoms 1 to 4: -0.20, -0.13, -0.09, -0.19

***

No. 4
Here is C5H7N as an isolated structure from the Open Molecules 2025 dataset. Energies are from the ωB97M-V functional and the def2-TZVPD basis.

```
! wB97M-V def2-TZVPD RIJCOSX def2/J DEFGRID3
* xyz 0 1
C 1.20218 0.68722 0.81779
C -0.31967 0.67840 0.65822
C -0.43259 0.39153 -0.84805
C -1.11126 -0.93518 -0.52927
N -0.18042 -0.85178 0.61418
C 0.88357 -0.26644 -0.37126
H 1.89759 1.49824 0.66094
H 1.37234 0.19446 1.79779
H -1.08919 1.18016 1.25431
H -0.66880 1.08133 -1.66630
H -0.83623 -1.80796 -1.13398
H -2.15475 -0.95220 -0.21738
H 1.39200 -0.95640 -1.07087
*
```

Output
frontier orbital gap	10.3749	eV

Atomic partial charges in e from the natural (NBO) method, atoms 1 to 4: -0.41, -0.07, -0.25, -0.24

***

No. 5
Here is one molecule with the formula C6H10OS from the Open Molecules 2025 dataset. Energies are from the ωB97M-V functional and the def2-TZVPD basis.

```
! wB97M-V def2-TZVPD RIJCOSX def2/J DEFGRID3
* xyz 0 1
C 1.73219 0.66369 0.84087
C 1.12424 0.53777 -0.31616
C 0.98721 0.02499 2.03319
C -0.20045 -0.20935 -0.40443
C -0.28520 -1.44355 -1.36396
C -1.29307 0.75787 -0.94401
O -1.71372 -0.13298 1.68644
S -0.47646 -0.81546 1.29353
H 2.61174 1.17875 1.10119
H 1.24203 1.30048 -1.09552
H 1.55302 -0.70541 2.75305
H 0.55539 0.81941 2.57614
H -0.47025 -1.15303 -2.48857
H -1.17732 -1.96167 -1.04455
H 0.52944 -2.13787 -1.44204
H -1.99636 0.94316 -0.21861
H -1.79375 0.57302 -1.83066
H -0.92868 1.76019 -1.13592
*
```

Output
frontier orbital gap	9.6951	eV

Atomic partial charges in e from the natural (NBO) method, atoms 1 to 4: -0.18, -0.18, -0.65, -0.29

***

No. 6
Here is one molecule with the formula C4H6O from the Open Molecules 2025 dataset. Energies are from the ωB97M-V functional and the def2-TZVPD basis.

```
! wB97M-V def2-TZVPD RIJCOSX def2/J DEFGRID3
* xyz 0 1
C -0.23940 0.72286 1.53238
C -0.74138 -0.06694 0.51302
C 0.02198 0.19483 -0.77048
C 0.56214 -1.00443 -1.23322
O 0.79840 1.42541 1.34288
H 0.81988 0.86793 -0.15611
H -0.78318 0.82126 2.47767
H -1.52851 -0.79862 0.59415
H -0.42976 0.85725 -1.50924
H 1.03041 -1.67958 -0.52748
H 0.48941 -1.33999 -2.26356
*
```

Output
frontier orbital gap (alpha / beta)	7.9708 / 6.6517	eV

Atomic partial charges in e from the natural (NBO) method, atoms 1 to 4: 0.25, -0.32, -0.58, -0.14